# C50H54N7O5S2V

A molecular structure, C50H54N7O5S2V at a distorted geometry (wB97M-V/def2-TZVPD, the OMol25 dataset).

Properties
net charge: 0
ΔE to the lowest compared entry with this formula, charge and spin: 0.5060 eV
spin multiplicity: 3
frontier orbital gap (spin up / spin down): 6.706 / 6.740 eV

Each line ends with the Löwdin charge.
Element x y z (Å)
V  0.66  -1.13  -1.82  0.798
C  2.83  -4.92  -1.30  0.019
C  1.78  -4.12  -1.97  -0.517
C  2.15  -3.62  -3.34  0.030
O  1.46  -2.95  -1.10  -0.145
C  0.40  -3.37  -0.25  -0.143
C  -0.48  -4.12  -1.31  -0.151
O  0.56  -4.87  -1.92  -0.019
C  -1.35  -3.22  -2.25  -0.349
O  -0.58  -2.19  -2.79  -0.234
C  -1.82  -4.10  -3.47  -0.144
C  -2.21  -3.47  -4.62  -0.011
C  -2.54  -4.20  -5.75  -0.072
C  -2.47  -5.57  -5.73  -0.092
C  -1.96  -6.21  -4.59  -0.053
C  -1.74  -5.46  -3.42  -0.028
C  -2.66  -2.73  -1.58  -0.116
C  -3.09  -1.38  -1.71  -0.035
C  -4.36  -1.06  -1.33  -0.079
C  -5.17  -2.08  -0.81  -0.096
C  -4.74  -3.39  -0.67  -0.097
C  -3.49  -3.69  -1.07  -0.057
C  -0.09  -2.17  0.62  -0.288
O  -0.17  -1.04  -0.27  -0.258
C  -1.47  -2.52  1.27  -0.125
C  -2.42  -1.49  1.41  -0.021
C  -3.60  -1.72  2.05  -0.070
C  -3.99  -3.02  2.38  -0.116
C  -3.08  -4.02  2.30  -0.084
C  -1.78  -3.78  1.78  -0.051
C  0.90  -1.87  1.79  -0.122
C  1.85  -0.89  1.69  -0.060
C  2.76  -0.60  2.71  -0.058
C  2.78  -1.40  3.82  -0.089
C  1.81  -2.40  3.94  -0.065
C  0.86  -2.65  2.95  -0.018
H  3.74  -4.33  -1.43  0.102
H  2.91  -5.96  -1.79  0.135
H  2.56  -5.11  -0.27  0.092
H  2.81  -2.73  -3.34  0.090
H  1.27  -3.45  -3.91  0.080
H  2.84  -4.35  -3.82  0.105
H  0.81  -4.18  0.37  0.159
H  -1.00  -4.87  -0.77  0.129
H  -2.44  -2.45  -4.61  0.103
H  -3.04  -3.69  -6.56  0.100
H  -2.74  -6.22  -6.52  0.089
H  -1.79  -7.23  -4.62  0.075
H  -1.33  -6.06  -2.58  0.127
H  -2.45  -0.71  -2.25  0.087
H  -4.78  -0.03  -1.44  0.116
H  -6.20  -1.89  -0.48  0.108
H  -5.40  -4.19  -0.30  0.123
H  -3.01  -4.70  -1.03  0.136
H  -2.24  -0.48  1.04  0.120
H  -4.24  -0.88  2.34  0.118
H  -4.95  -3.33  2.66  0.095
H  -3.46  -5.05  2.59  0.127
H  -1.10  -4.62  1.75  0.112
H  1.79  -0.35  0.76  0.019
H  3.47  0.17  2.49  0.099
H  3.48  -1.26  4.61  0.089
H  1.73  -2.92  4.95  0.122
H  0.08  -3.35  3.03  0.078
S  2.86  -0.15  -1.60  0.736
C  3.01  1.56  -1.97  -0.627
N  2.32  2.52  -1.30  0.059
C  2.45  3.87  -1.47  -0.043
C  3.39  4.33  -2.38  -0.041
C  4.19  3.37  -3.07  -0.023
C  4.02  2.00  -2.83  -0.070
H  1.69  2.21  -0.51  0.007
H  1.71  4.48  -0.94  0.124
H  3.52  5.36  -2.60  0.096
H  4.96  3.67  -3.79  0.119
H  4.70  1.29  -3.21  0.092
C  -1.00  6.67  3.68  -0.018
C  -1.01  5.84  2.38  -0.336
C  -1.65  6.31  1.24  -0.048
C  -1.83  5.38  0.24  -0.171
N  -1.38  4.14  0.30  -0.001
C  -0.54  3.85  1.35  -0.866
S  0.50  2.53  1.31  0.647
N  -0.51  4.63  2.44  0.080
H  -0.84  7.69  3.41  0.061
H  -0.12  6.32  4.25  0.067
H  -1.90  6.57  4.26  0.076
H  -2.04  7.34  1.16  0.116
H  -2.49  5.58  -0.58  0.099
C  1.84  4.46  6.80  -0.052
C  2.74  3.64  5.90  -0.580
C  2.22  3.59  4.49  -0.067
C  4.29  4.20  6.03  -0.004
C  2.80  2.33  6.48  -0.232
N  2.82  1.29  6.99  0.164
H  1.76  5.51  6.38  0.105
H  2.18  4.60  7.77  0.060
H  0.88  3.94  6.84  0.096
H  1.96  4.62  4.25  0.067
H  1.21  3.14  4.38  0.089
H  2.91  3.25  3.77  0.063
H  4.20  5.19  5.66  0.059
H  5.02  3.51  5.55  0.093
H  4.57  4.22  7.07  0.070
C  -1.18  4.06  -2.87  -0.023
N  -0.52  2.79  -3.12  -0.089
C  0.25  2.44  -4.32  0.009
C  0.53  0.90  -4.01  -0.462
O  1.18  0.13  -4.67  0.069
N  -0.14  0.59  -2.84  0.063
C  -0.72  1.72  -2.32  -0.360
N  -1.48  1.76  -1.22  0.215
H  -1.98  3.97  -2.09  0.081
H  -1.63  4.42  -3.78  0.088
H  -0.46  4.78  -2.49  0.076
H  1.20  2.98  -4.34  0.119
H  -0.31  2.65  -5.22  0.120
H  -1.40  0.95  -0.62  0.068
H  -1.58  2.67  -0.72  0.036